14
Properties=species:S:1:pos:R:3:forces:R:3 method="wB97M-V/def2-TZVPD" lumo_energy_ev=0.75 smiles=NCO.CO homo_energy_ev=-10.2 e_above_lowest_kcal_mol=35.0 homo_lumo_gap_ev=10.9 energy_ha=-286.76254
C -2.532 0.420 0.024 1.31 0.06 -0.38
O -1.635 1.616 -0.036 -2.09 -1.96 -1.12
H -3.351 0.535 0.788 0.51 0.08 -1.28
H -2.009 -0.543 0.257 0.19 0.93 0.44
H -2.774 0.195 -1.044 -0.73 0.81 1.01
H -1.201 1.689 0.789 0.74 0.07 1.30
N 1.223 0.279 -0.821 -1.15 -2.51 -1.13
C 1.651 -1.059 -0.234 1.78 1.71 -0.84
O 1.465 -1.239 1.138 0.04 -3.87 -1.95
H 1.936 0.364 -1.594 -1.36 0.34 0.85
H 0.284 -0.032 -1.299 2.22 1.67 0.91
H 2.754 -1.078 -0.422 -0.73 -0.44 0.04
H 1.145 -1.804 -0.824 -0.02 -0.88 0.37
H 1.302 -0.461 1.549 -0.71 3.99 1.79